A molecular structure, C25H28N3OV, computed with ωB97M-V/def2-TZVPD.

Its HOMO-LUMO gap (spin up / spin down) is 6.90 / 7.69 eV. Its expectation value of S² is 2.027. As for the spin multiplicity: 3. Its charge is +2. The value obtained for the LUMO energy (spin up / spin down) is -7.569 / -6.810 eV.

Positions of all 58 atoms, in Å:
V1 0.65407 -0.18635 -0.95249
O1 0.91701 -1.34568 -2.21512
N1 -0.05842 0.10776 0.99730
N2 3.81138 -2.70534 0.31715
N3 2.28326 -1.18855 -0.03400
C1 -0.72735 0.17909 5.23327
C2 2.61580 -4.52149 -1.71876
C3 1.30559 -2.65208 -2.41203
C4 2.74731 -2.37515 -0.43322
C5 2.21858 -3.19896 -1.51125
C6 -2.22529 3.57499 1.82909
C7 -1.84155 5.05037 -0.16978
C8 3.10368 -0.76592 1.00082
C9 2.12084 -5.23854 -2.79321
C10 -1.42123 2.61372 -0.38430
C11 0.30813 1.10834 3.13038
C12 -0.50707 0.16088 3.75596
C13 1.22817 -4.65271 -3.68286
C14 -2.54253 0.69326 -1.36350
C15 -1.54223 0.53346 -2.33373
C16 -1.71081 -0.46015 -3.44852
C17 -2.49280 1.71644 -0.43396
C18 4.03870 -1.71351 1.23972
C19 -0.39419 2.43570 -1.30790
C20 -1.38809 3.78485 0.57149
C21 0.80860 -3.34319 -3.50113
C22 -0.45876 1.42838 -2.28646
C23 -1.09191 -0.80896 2.94139
C24 -0.84929 -0.80003 1.58489
C25 0.50769 1.05227 1.77060
H1 -2.64119 -0.25502 -3.97884
H2 -2.87348 4.94245 -0.50810
H3 3.30283 -5.00988 -1.03972
H4 0.12092 -2.86979 -4.18597
H5 0.01789 -0.45583 5.71813
H6 -2.01069 2.62416 2.32198
H7 2.43365 -6.26250 -2.94072
H8 -1.21975 5.25588 -1.04119
H9 -1.74060 -1.56695 3.35852
H10 0.85697 -5.22067 -4.52465
H11 -1.77090 -1.48291 -3.07428
H12 1.12238 1.79434 1.27130
H13 0.43805 3.13314 -1.32815
H14 -0.34107 3.92832 0.86303
H15 -3.31210 1.82426 0.26440
H16 -1.29621 -1.54570 0.93704
H17 4.84435 -1.76581 1.94978
H18 -0.89278 -0.39792 -4.16339
H19 -1.71069 -0.20929 5.49062
H20 0.77730 1.89672 3.70388
H21 4.36935 -3.53692 0.20350
H22 -3.40183 0.03306 -1.38491
H23 2.96439 0.17383 1.50219
H24 -1.79350 5.91299 0.49369
H25 -2.03097 4.37705 2.54003
H26 -0.62214 1.18401 5.63693
H27 0.28551 1.41048 -3.08086
H28 -3.29297 3.60560 1.60595

Taken from the Mulliken analysis, the atomic charges in e are:
1 V 0.89
2 O -0.25
3 N 0.90
4 N -0.05
5 N -0.01
6 C -1.56
7 C -0.84
8 C 0.78
9 C 0.46
10 C 0.25
11 C -1.69
12 C -1.55
13 C -0.53
14 C -0.90
15 C 0.32
16 C -1.04
17 C 1.04
18 C -0.56
19 C -1.28
20 C 1.62
21 C -1.77
22 C -0.03
23 C -0.77
24 C -0.21
25 C 0.56
26 C -0.58
27 C -1.43
28 C -1.05
29 C -0.56
30 C -0.28
31 H 0.54
32 H 0.38
33 H 0.39
34 H 0.46
35 H 0.34
36 H 0.39
37 H 0.43
38 H 0.38
39 H 0.49
40 H 0.44
41 H 0.30
42 H 0.71
43 H 0.62
44 H 0.37
45 H 0.46
46 H 0.44
47 H 0.44
48 H 0.36
49 H 0.42
50 H 0.47
51 H 0.20
52 H 0.52
53 H 0.58
54 H 0.44
55 H 0.41
56 H 0.41
57 H 0.34
58 H 0.38

5 unconnected molecules or ions with the total composition C21H22Cl2N4 in a non-equilibrium geometry, computed with ωB97M-V/def2-TZVPD.

Its HOMO-LUMO gap (spin up / spin down) is 6.43 / 2.64 eV. Its expectation value of S² is 0.759. As for the spin multiplicity: 2. Its charge is +1. The value obtained for the LUMO energy (spin up / spin down) is -4.826 / -8.624 eV.

Positions of all 49 atoms, in Å:
Cl1 -0.86316 1.40228 0.70329
Cl2 -1.51610 -1.06570 -0.56045
N1 2.25262 -2.77004 -4.84939
N2 2.54126 1.77859 -1.41947
N3 -4.82107 1.35181 0.56714
N4 0.37641 -2.51035 3.76379
C1 2.37472 -0.73569 -3.56162
C2 -5.50422 1.43786 1.69030
C3 -6.85779 0.99180 1.76311
C4 3.84624 3.25532 0.57253
C5 -5.36383 0.75552 -0.47280
C6 2.52120 3.61381 0.18111
C7 1.43534 -0.89412 2.36935
C8 0.32463 -1.53533 2.76919
C9 -7.42544 0.41292 0.65161
C10 1.43023 -2.65715 -2.64289
C11 2.64872 -1.42345 -4.69720
C12 3.71053 1.41613 -0.88941
C13 -6.62113 0.23098 -0.47789
C14 1.77258 -1.37544 -2.49212
C15 1.95774 2.87172 -0.88013
C16 4.35179 2.06434 0.12629
C17 2.56722 -1.88921 4.22044
C18 2.61773 -1.07028 3.08984
C19 1.68250 -3.40447 -3.79709
C20 1.47188 -2.70956 4.42324
C21 -1.38120 0.69806 -0.83219
H1 -8.43977 0.05325 0.74196
H2 1.47962 -4.46515 -3.78227
H3 1.32912 -3.44512 5.20104
H4 4.09058 0.46604 -1.23478
H5 2.04738 4.49831 0.58055
H6 1.58651 -0.87702 -1.55225
H7 3.50324 -2.12995 4.70245
H8 2.60361 0.31903 -3.52163
H9 -4.67174 0.54400 -1.27447
H10 -5.04740 1.76398 2.61299
H11 -7.39268 1.06379 2.69857
H12 1.03777 3.23596 -1.31301
H13 3.55561 -0.57944 2.87576
H14 3.04058 -0.96740 -5.59434
H15 5.36461 1.74306 0.31957
H16 1.48678 -0.23327 1.51668
H17 4.45057 3.84772 1.24352
H18 1.01474 -3.16781 -1.78674
H19 -6.94664 -0.32109 -1.34719
H20 -0.59821 -1.47793 2.21109
H21 -2.38113 1.10333 -0.98709
H22 -0.64258 0.78533 -1.62901

Taken from the Mulliken analysis, the atomic charges in e are:
1 Cl -0.17
2 Cl -0.18
3 N -0.55
4 N -0.18
5 N -0.36
6 N 0.05
7 C -0.37
8 C -0.17
9 C -0.42
10 C -0.35
11 C 0.10
12 C -0.47
13 C 0.17
14 C -0.29
15 C -0.20
16 C -0.41
17 C -0.39
18 C -0.05
19 C -0.63
20 C 0.21
21 C -0.48
22 C -0.71
23 C -0.48
24 C -0.36
25 C -0.27
26 C -0.17
27 C -0.24
28 H 0.38
29 H 0.35
30 H 0.42
31 H 0.43
32 H 0.44
33 H 0.41
34 H 0.39
35 H 0.38
36 H 0.27
37 H 0.35
38 H 0.34
39 H 0.49
40 H 0.48
41 H 0.37
42 H 0.46
43 H 0.31
44 H 0.40
45 H 0.29
46 H 0.35
47 H 0.43
48 H 0.28
49 H 0.33

7 unconnected molecules or ions with the total composition C66H81N2O12 in a non-equilibrium geometry, computed with ωB97M-V/def2-TZVPD.

Its HOMO-LUMO gap is 7.42 eV. As for the spin multiplicity: 1. Its charge is +1. The value obtained for the LUMO energy is -3.494 eV.

Positions of all 161 atoms, in Å:
O1 -0.98655 2.71215 -8.89359
O2 6.76532 3.11798 2.21726
O3 5.98982 6.34086 -0.13366
O4 2.74735 9.81952 2.19546
O5 -4.28414 5.52248 -11.03233
O6 -9.99717 -6.88405 -2.00249
O7 11.55798 4.02163 0.15344
O8 2.14851 -0.75716 -6.40750
O9 -6.71947 -10.23449 0.46021
O10 0.79672 6.25217 -12.33643
O11 0.03885 3.74688 -4.22511
O12 1.84906 4.50046 0.69624
N1 -6.34238 -3.54567 4.70889
N2 -5.01912 -2.88060 2.81242
C1 9.25059 4.48110 0.08459
C2 5.24733 7.14079 0.40020
C3 -2.72391 -0.71685 -1.04188
C4 -4.01117 0.15890 4.87267
C5 -2.32747 -2.93977 1.01439
C6 -0.23280 1.35314 2.81626
C7 -6.04129 -3.57828 3.35286
C8 8.04552 4.25184 0.60218
C9 -2.04480 4.86473 -10.72811
C10 7.86447 3.32325 1.74259
C11 10.46023 3.81582 0.62499
C12 0.78318 1.15156 -6.24683
C13 9.07254 2.65588 2.28442
C14 5.72372 -1.57986 1.54519
C15 -4.12773 -2.04159 3.62268
C16 3.13425 7.58781 1.55935
C17 -3.64801 -2.09333 0.82840
C18 0.73522 5.28153 -2.58188
C19 -8.64628 -8.80587 -2.15446
C20 -4.64983 -0.55940 3.64301
C21 1.18883 5.47182 -1.34478
C22 -1.44259 6.90988 -12.64092
C23 6.02186 -5.34055 2.19073
C24 0.37986 0.80269 -9.05844
C25 -6.70541 -4.88694 5.27790
C26 -0.76908 5.05016 -11.05563
C27 3.94853 6.71437 0.97312
C28 1.15294 2.96811 -0.94865
C29 -0.26794 1.91627 -8.32413
C30 -9.24805 -7.65355 -1.44173
C31 -3.89317 -1.65287 -0.63163
C32 -3.12008 5.68864 -11.33126
C33 5.86074 -0.25867 2.35266
C34 -4.79082 -2.91186 1.46203
C35 -6.66198 -4.43263 1.14233
C36 -5.61978 -5.96116 5.01704
C37 2.00984 0.09452 2.70516
C38 -7.82075 -9.64806 -1.53595
C39 -6.88161 -4.34238 2.51593
C40 -2.71914 6.72531 -12.31407
C41 3.49060 9.02388 1.66316
C42 5.19286 -4.11837 1.65087
C43 -2.81187 0.70809 -0.40056
C44 -5.56547 -3.67678 0.62610
C45 -7.46896 -9.47037 -0.10674
C46 -0.00544 2.02266 -6.86915
C47 -2.44654 0.15472 4.64075
C48 -0.36713 6.08534 -12.03714
C49 10.27656 2.88485 1.76654
C50 1.16899 -0.06862 -8.43460
C51 5.50057 -2.81934 2.46132
C52 -8.89654 -7.47550 -0.01075
C53 0.69952 2.77829 -2.18544
C54 -1.21559 2.21509 3.65403
C55 5.08926 -6.24221 3.08281
C56 1.43399 4.32998 -0.43134
C57 1.18190 1.21784 3.43684
C58 -1.76794 1.53339 4.93219
C59 5.60547 8.57486 0.50258
C60 -8.07160 -8.31669 0.60739
C61 0.45443 3.92047 -3.09834
C62 4.57740 0.17032 3.10961
C63 3.39790 0.58413 2.18176
C64 4.79141 9.44907 1.08912
C65 1.43164 0.03757 -6.97833
C66 4.34870 -5.41180 4.16668
H1 -7.30701 -5.04183 0.49128
H2 -9.34663 -6.62894 0.49469
H3 6.27619 0.55100 1.72481
H4 0.55089 6.10227 -3.26328
H5 -2.54144 2.19161 5.36977
H6 -1.96069 -3.23062 0.01460
H7 -2.01574 0.80590 0.36420
H8 -7.72036 -5.19863 5.00501
H9 -5.77022 -6.46576 4.04526
H10 -3.76440 0.85731 0.13688
H11 1.76534 2.14541 3.31094
H12 -2.50218 -3.83926 1.62514
H13 -3.51806 7.31616 -12.74412
H14 0.49037 1.79095 -2.57882
H15 6.55774 8.86551 0.07720
H16 -4.40812 1.17156 5.02098
H17 -2.63890 1.48505 -1.16278
H18 -4.03577 -2.33892 4.67680
H19 4.31574 -0.63407 3.81454
H20 -4.19184 -0.50196 5.74159
H21 4.89897 -1.52034 0.80998
H22 3.91380 -6.05786 4.94640
H23 -5.63927 -6.76961 5.76940
H24 3.57321 0.07035 1.21409
H25 -3.79179 -2.55649 -1.26899
H26 6.65384 -1.75620 0.96896
H27 -2.35329 4.11422 -10.01531
H28 1.33772 2.14655 -0.26702
H29 -8.91499 -8.91983 -3.19682
H30 4.85548 1.07215 3.69137
H31 1.39861 6.45821 -0.95064
H32 6.43966 -5.93074 1.36154
H33 -7.73908 -4.89460 2.90215
H34 -6.71644 -4.72375 6.37122
H35 1.65120 -0.88750 -8.95316
H36 6.35688 -2.93393 3.14960
H37 -2.68274 -0.65104 -2.14453
H38 4.39490 -6.73715 2.37911
H39 9.40312 5.15650 -0.74779
H40 -0.61383 0.35233 2.54582
H41 11.17101 2.40880 2.14808
H42 -1.74510 -1.14364 -0.75493
H43 -1.13051 7.66139 -13.35512
H44 -1.54005 -2.34121 1.50684
H45 -1.98312 -0.63327 5.26069
H46 2.18213 7.29557 1.98386
H47 3.70413 5.66276 0.88754
H48 -5.75436 -0.55223 3.73196
H49 6.82942 -5.01028 2.87033
H50 1.11527 0.93975 4.50443
H51 0.98658 1.21431 -5.18570
H52 5.71558 -6.97398 3.62580
H53 8.91891 1.98047 3.11700
H54 4.61144 -2.59974 3.07977
H55 -7.80233 -8.20329 1.65055
H56 -5.55314 -3.25319 5.27624
H57 5.46382 -4.02496 0.58249
H58 -0.48587 2.83990 -6.34854
H59 -0.66204 3.13169 3.93783
H60 2.21479 -0.71656 3.42876
H61 5.03543 10.50034 1.17438
H62 -2.02475 2.54531 2.97159
H63 7.15160 4.72701 0.21979
H64 -0.09014 1.89474 1.85613
H65 6.63065 -0.45454 3.12803
H66 -5.38713 -3.74471 -0.44630
H67 3.41876 1.66318 1.94161
H68 5.06900 -4.72998 4.65191
H69 0.02836 4.45869 -10.62491
H70 -4.89085 -1.23273 -0.83110
H71 -4.60143 -5.53084 5.06794
H72 1.46341 -0.32806 1.84033
H73 0.17530 0.74166 -10.11999
H74 -2.30702 -0.05722 3.56638
H75 -0.94734 1.38477 5.65610
H76 4.10699 -4.29788 1.73055
H77 -3.10006 -2.02262 3.23361
H78 -3.50132 -1.16508 1.40708
H79 -4.37648 -0.00597 2.73085
H80 -7.37174 -10.49384 -2.04071
H81 3.54646 -4.79606 3.72629

Atom charges from the Mulliken analysis, given in e for atoms 1 to 99:
1 O -0.40
2 O -0.53
3 O -0.58
4 O -0.54
5 O -0.54
6 O -0.54
7 O -0.55
8 O -0.55
9 O -0.53
10 O -0.54
11 O -0.47
12 O -0.56
13 N -0.23
14 N 0.52
15 C -0.36
16 C 0.26
17 C -0.74
18 C -1.20
19 C -1.47
20 C 1.04
21 C 0.48
22 C -0.49
23 C -0.21
24 C 0.48
25 C 0.30
26 C -0.20
27 C -0.24
28 C -0.81
29 C -1.54
30 C -0.28
31 C 2.64
32 C -0.42
33 C -0.37
34 C 0.07
35 C -0.33
36 C -0.40
37 C -0.67
38 C -0.40
39 C -0.73
40 C -0.22
41 C -0.31
42 C -0.29
43 C 0.15
44 C 0.44
45 C -1.32
46 C 0.29
47 C -0.58
48 C 0.32
49 C -0.67
50 C -0.81
51 C -0.92
52 C -0.37
53 C -0.62
54 C -0.42
55 C 0.26
56 C -0.85
57 C -0.80
58 C -0.78
59 C 0.32
60 C -0.21
61 C 0.73
62 C 0.30
63 C -0.41
64 C -0.41
65 C 0.02
66 C -0.34
67 C -0.21
68 C -1.04
69 C -0.55
70 C 0.34
71 C -0.64
72 C -0.90
73 C -0.42
74 C -0.33
75 C 0.11
76 C -0.98
77 C -0.47
78 C -0.44
79 C 0.28
80 C -0.86
81 H 0.38
82 H 0.46
83 H 0.06
84 H 0.48
85 H 0.43
86 H 0.44
87 H -0.10
88 H 0.33
89 H 0.21
90 H 0.36
91 H 0.41
92 H 0.39
93 H 0.41
94 H 0.54
95 H 0.45
96 H 0.50
97 H 0.35
98 H 0.88
99 H 0.53

A single C3H3BrO molecule in a non-equilibrium geometry, computed with ωB97M-V/def2-TZVPD.

Its HOMO-LUMO gap is 8.72 eV. As for the SMILES: CC1=C(Br)O1. As for the spin multiplicity: 1. The value obtained for the LUMO energy is -0.577 eV.

Positions of all 8 atoms, in Å:
Br1 -3.97856 -0.30616 -0.06130
O1 -2.03827 1.85024 -0.33283
C1 -2.64128 1.08814 0.90652
C2 -1.53134 0.77609 0.09421
C3 -0.39372 -0.08124 -0.01946
H1 0.19220 -0.13686 0.94149
H2 0.19447 -0.04784 -0.99459
H3 -0.82542 -1.06909 0.23110

Taken from the Mulliken analysis, the atomic charges in e are:
1 Br -0.24
2 O -0.23
3 C -0.26
4 C 0.77
5 C -0.93
6 H 0.33
7 H 0.29
8 H 0.27

Question: Which formula does entry 2 have?
Answer: C21H22Cl2N4